14 unconnected molecules or ions with the total composition C44H88O48S6, computed with ωB97M-V/def2-TZVPD.

Positions of all 186 atoms, in Å:
C -15.298 -11.742 15.626
C -14.972 -10.842 14.474
O -16.018 -10.241 13.777
C -16.561 -10.807 12.737
O -16.202 -11.852 12.169
O -17.566 -9.978 12.309
C -18.426 -10.458 11.173
H -15.828 -12.549 15.120
H -15.906 -11.202 16.351
H -14.435 -12.204 16.106
H -14.286 -11.334 13.785
H -14.359 -10.012 14.824
H -18.619 -11.528 11.247
H -17.947 -10.239 10.219
H -19.380 -9.935 11.238
C -11.694 -7.353 7.243
C -12.094 -5.868 7.054
O -13.475 -5.816 7.340
C -14.220 -5.804 6.249
O -13.902 -6.070 5.091
O -15.397 -5.601 6.675
C -16.530 -5.504 5.693
H -12.097 -7.825 6.347
H -12.127 -7.823 8.126
H -10.613 -7.459 7.333
H -11.659 -5.456 6.144
H -11.602 -5.260 7.814
H -16.409 -6.191 4.855
H -16.713 -4.494 5.326
H -17.424 -5.881 6.190
C -43.652 -9.552 6.516
C -43.699 -9.663 8.035
O -43.337 -10.976 8.421
C -42.065 -11.356 8.301
O -41.161 -10.687 7.760
O -41.923 -12.598 8.691
C -40.757 -13.269 8.383
H -44.077 -8.644 6.088
H -44.282 -10.344 6.112
H -42.640 -9.651 6.123
H -44.686 -9.408 8.420
H -42.980 -8.918 8.376
H -39.841 -12.678 8.357
H -40.753 -13.798 7.430
H -40.599 -14.085 9.087
C -37.792 -4.385 19.002
C -38.315 -5.690 18.488
O -37.300 -6.743 18.611
C -36.652 -7.216 17.527
O -36.933 -7.000 16.369
O -35.511 -7.835 17.995
C -34.539 -8.389 17.171
H -36.750 -4.127 18.813
H -37.723 -4.489 20.085
H -38.493 -3.609 18.696
H -38.821 -5.599 17.527
H -39.076 -6.025 19.193
H -34.988 -9.143 16.525
H -33.809 -8.937 17.767
H -34.053 -7.632 16.557
C -28.420 -1.299 5.073
C -27.198 -0.577 5.575
O -26.697 0.315 4.602
C -25.947 -0.238 3.573
O -25.574 -1.421 3.452
O -25.467 0.723 2.723
C -24.486 0.407 1.767
H -29.197 -0.692 4.609
H -28.837 -1.916 5.869
H -28.219 -2.086 4.346
H -26.434 -1.272 5.922
H -27.409 0.031 6.454
H -24.890 -0.075 0.877
H -23.746 -0.273 2.189
H -23.886 1.298 1.584
C -38.234 -22.838 10.031
C -37.293 -22.495 8.892
O -36.990 -21.107 8.910
C -35.766 -20.527 9.435
O -35.035 -21.010 10.273
O -35.644 -19.333 8.856
C -34.536 -18.530 9.222
H -39.121 -22.214 10.139
H -37.616 -22.759 10.925
H -38.681 -23.832 10.042
H -37.598 -22.783 7.886
H -36.380 -23.015 9.179
H -34.723 -18.107 10.209
H -34.616 -17.641 8.596
H -33.564 -19.007 9.099
C -15.278 -12.659 4.109
C -16.564 -11.869 4.194
O -16.751 -11.272 2.883
C -18.006 -11.192 2.386
O -18.948 -11.826 2.776
O -17.962 -10.207 1.508
C -19.131 -9.648 0.938
H -15.433 -13.595 3.571
H -14.808 -12.919 5.057
H -14.544 -12.092 3.537
H -16.393 -11.060 4.904
H -17.458 -12.372 4.564
H -19.872 -9.119 1.538
H -19.690 -10.446 0.450
H -18.919 -8.903 0.171
C -27.127 -8.179 7.056
C -28.184 -9.325 7.461
O -29.233 -8.848 8.329
C -30.400 -9.461 8.271
O -30.751 -10.321 7.453
O -31.196 -9.058 9.314
C -32.599 -9.427 9.364
H -26.516 -8.408 6.183
H -26.413 -7.893 7.829
H -27.493 -7.213 6.708
H -27.672 -10.153 7.951
H -28.641 -9.597 6.509
H -32.912 -9.744 10.359
H -32.777 -10.196 8.612
H -33.208 -8.537 9.207
C -25.827 -15.826 2.126
C -25.844 -15.436 3.633
O -25.521 -16.630 4.258
S -26.230 -17.862 3.504
O -27.543 -18.226 4.044
O -25.274 -18.912 3.353
O -26.365 -17.126 2.045
H -24.812 -15.725 1.741
H -26.521 -15.180 1.588
H -26.846 -15.181 3.977
H -25.256 -14.564 3.917
C -28.885 -5.318 -0.695
C -29.459 -5.848 -2.011
O -29.709 -7.225 -1.832
S -28.642 -7.914 -0.703
O -27.274 -8.107 -1.242
O -29.262 -8.979 0.119
O -28.639 -6.483 0.106
H -29.617 -4.751 -0.120
H -28.001 -4.695 -0.831
H -28.691 -5.745 -2.778
H -30.242 -5.144 -2.293
C -22.856 -7.859 16.158
C -23.891 -8.105 15.068
O -25.173 -7.923 15.642
S -25.096 -7.798 17.310
O -25.095 -9.091 17.884
O -26.068 -6.860 17.782
O -23.551 -7.240 17.191
H -22.009 -7.250 15.843
H -22.485 -8.732 16.696
H -23.827 -9.124 14.688
H -23.743 -7.391 14.258
C -35.928 -8.443 0.999
C -35.911 -8.481 2.535
O -36.992 -7.705 2.977
S -37.074 -6.341 2.019
O -36.055 -5.396 2.455
O -38.425 -5.868 1.724
O -36.401 -7.128 0.720
H -36.584 -9.153 0.494
H -34.927 -8.561 0.582
H -34.946 -8.166 2.932
H -36.265 -9.423 2.956
C -39.379 -3.121 9.018
C -40.264 -2.663 10.249
O -40.879 -1.443 9.796
S -41.251 -1.673 8.159
O -41.376 -0.493 7.347
O -42.223 -2.752 7.999
O -39.797 -2.283 7.969
H -39.409 -4.187 8.794
H -38.371 -2.897 9.367
H -39.712 -2.401 11.152
H -41.051 -3.375 10.499
C -26.706 -16.097 16.870
C -26.276 -17.299 15.983
O -26.879 -17.119 14.778
S -26.973 -15.503 14.389
O -28.317 -15.149 13.967
O -25.915 -15.081 13.457
O -26.642 -15.034 15.949
H -26.047 -15.785 17.681
H -27.751 -16.142 17.176
H -26.602 -18.297 16.273
H -25.252 -17.337 15.612

Calculated values
* multiplicity: 1
* E: -7729.60460 Eh
* lowest unoccupied orbital energy: 0.06 eV



A molecular structure, C20H39N4O4Sc, computed with ωB97M-V/def2-TZVPD.

Positions of all 68 atoms, in Å:
Sc -0.145 -1.423 0.413
C -3.797 0.392 0.259
C -2.625 1.069 0.963
C -2.116 2.308 0.178
C -1.777 2.323 -1.334
C -0.939 3.564 -1.613
C -2.998 2.330 -2.252
N -0.998 1.036 -1.696
C 0.471 1.112 -1.967
C 1.101 -0.197 -2.445
N 1.055 -1.386 -1.536
C 0.242 -2.437 -2.235
C -1.161 -1.836 -2.172
O -1.733 -1.351 -3.119
O -1.548 -1.695 -0.921
C 2.435 -1.826 -1.115
C 2.396 -3.209 -0.469
C 3.142 -0.747 -0.268
C 2.769 -0.417 1.200
C 3.682 0.735 1.629
C 2.964 -1.585 2.168
N 1.329 0.055 1.235
C 0.730 0.240 2.588
C -0.685 0.800 2.450
N -1.547 0.091 1.449
C -2.257 -1.043 2.150
C -1.310 -2.105 2.744
O -1.394 -2.462 3.878
O -0.402 -2.565 1.873
H -4.467 1.166 -0.110
H -4.388 -0.215 0.939
H -3.493 -0.237 -0.578
H -3.018 1.499 1.893
H -1.289 2.784 0.706
H -2.935 3.025 0.273
H -1.525 4.433 -1.316
H -0.714 3.682 -2.673
H -0.014 3.593 -1.037
H -3.622 3.193 -2.025
H -3.605 1.434 -2.150
H -2.686 2.417 -3.294
H -1.463 0.582 -2.497
H -1.182 0.393 -0.924
H 0.957 1.507 -1.078
H 0.613 1.841 -2.762
H 2.140 0.037 -2.676
H 0.637 -0.466 -3.395
H 0.260 -3.371 -1.673
H 0.594 -2.621 -3.251
H 3.031 -1.925 -2.031
H 1.621 -3.343 0.298
H 3.344 -3.406 0.028
H 2.254 -3.992 -1.211
H 3.132 0.195 -0.826
H 4.195 -1.037 -0.248
H 4.724 0.422 1.595
H 3.476 1.047 2.652
H 3.575 1.599 0.969
H 3.928 -2.055 1.978
H 2.193 -2.351 2.102
H 2.985 -1.230 3.197
H 1.342 0.978 0.808
H 1.309 0.945 3.188
H 0.744 -0.713 3.112
H -0.602 1.840 2.150
H -1.171 0.790 3.429
H -2.897 -1.554 1.433
H -2.866 -0.660 2.972

Calculated values
* total charge: +2
* multiplicity: 1
* E: -2065.81567 Eh
* lowest unoccupied orbital energy: -5.57 eV